{"formula": "C3H8Si2", "method": "ωB97M-V/def2-TZVPD", "e_tot_ha": -697.94151, "smiles": "C=CC(=[SiH2])[SiH3]", "homo_energy_ev": -8.2, "elements": ["C", "C", "C", "Si", "Si", "H", "H", "H", "H", "H", "H", "H", "H"], "xyz": [[2.150104, -0.718354, -0.431540], [0.872914, -0.556609, 0.027801], [-0.373668, 0.326093, 0.046736], [0.131594, 1.924489, 0.296963], [-2.048891, -0.582559, -0.049482], [2.706516, -1.612638, -0.312686], [2.743460, -0.030233, -1.057907], [0.594163, -1.530808, 0.504034], [1.530925, 2.282518, 0.207282], [-0.670964, 2.928059, 0.863524], [-1.690388, -1.985075, -0.530416], [-3.100274, 0.221767, -0.758187], [-2.845496, -0.666644, 1.193877]], "forces_ev_per_a": [[-1.3, 2.3, -0.8], [0.1, -2.8, -0.1], [1.2, -0.7, -0.3], [0.2, -0.6, -0.1], [0.5, 0.4, 0.1], [-0.1, -0.9, 0.6], [-0.7, 0.2, 0.4], [0.1, 0.7, -0.1], [0.4, 0.1, 0.0], [-1.0, 1.2, 0.3], [-0.5, 0.8, 0.0], [0.6, -0.3, -0.5], [0.5, -0.3, 0.4]]}